Molecular formula: C15H23Cl3MnNO2P
Method: DFT, ωB97M-V/def2-TZVPD

Last column: Löwdin spin population.
Geometry (Å):
C  0.4192  3.4051  -1.8601  0.07
C  -0.8853  2.9139  -1.7412  -0.01
C  -1.1882  1.7080  -1.1393  0.07
C  -0.0111  1.1548  -0.7222  0.00
C  1.3304  1.4846  -0.7665  0.07
C  1.5403  2.6822  -1.4169  -0.01
C  -2.6061  1.2583  -0.9740  0.02
C  -2.9076  -0.1453  -0.3039  0.04
N  -1.9348  -1.1955  -0.5597  0.08
Mn  -0.5863  -0.2407  -0.2448  3.25
C  2.4585  0.5991  -0.2646  0.02
P  1.6240  -1.1691  0.0087  0.09
H  -1.7302  3.4700  -2.0874  0.00
H  2.5473  3.0278  -1.6518  0.00
H  0.5632  4.3767  -2.2966  0.00
H  2.8959  0.9835  0.6900  0.00
H  3.3856  0.6868  -0.8967  0.00
H  -3.1909  1.9147  -0.2819  0.01
H  -3.1278  1.4471  -1.9576  0.00
H  -3.3490  -0.0538  0.7094  0.00
C  2.8797  -1.6559  1.3402  0.04
C  2.3756  -1.9606  -1.5671  0.03
H  -3.6831  -0.6239  -0.8579  0.00
C  -1.2973  -1.3875  -2.0681  0.02
C  -2.1928  -2.5340  0.0163  0.04
H  -1.4615  0.1048  1.2270  0.09
H  -2.2242  -1.9025  -2.3386  0.01
H  -1.2131  -0.4674  -2.6227  0.00
H  -0.4505  -2.0569  -2.1631  0.00
H  -3.0106  -2.7661  -0.6877  0.01
H  -1.3355  -3.2269  0.0440  0.02
H  -2.5503  -2.4440  1.0430  0.00
H  3.4838  -2.0483  -1.7236  0.00
H  1.9982  -3.0008  -1.5532  0.02
H  1.9584  -1.4749  -2.4769  0.00
H  4.0109  -1.6538  1.1645  0.00
H  2.6672  -0.9302  2.1615  0.00
H  2.5611  -2.6590  1.7199  0.04
H  1.1822  -4.0712  0.6179  0.81
Cl  -0.1255  2.5530  5.6992  0.00
C  -0.0425  1.0454  4.3481  0.00
Cl  0.7281  -0.1117  5.6091  0.00
Cl  -1.7459  1.1904  3.7044  0.01
C  0.5609  1.1206  2.7236  0.01
O  1.1185  2.2067  2.8748  0.02
O  0.5611  0.4463  1.5224  0.09

Calculated values
**⟨S²⟩**: 8.81
**F_max**: 0.1989 hartree/bohr
**Gap between HOMO and LUMO (alpha / beta)**: 0.230 / 0.222 Eh
**Spin multiplicity**: 6
**Electronic energy**: -3662.88225 Eh
**Highest occupied orbital energy (alpha / beta)**: -6.191 / -7.815 eV
**LUMO energy (alpha / beta)**: 0.00215 / -0.06530 hartree